[1]
{"formula": "C5H10NO2P", "method": "ωB97M-V/def2-TZVPD", "species": ["C", "C", "C", "C", "C", "N", "O", "O", "P", "H", "H", "H", "H", "H", "H", "H", "H", "H", "H"], "positions_angstrom": [[0.0287, 0.7070, 1.0340], [-1.0853, -0.3946, 0.6872], [1.0581, 0.5985, -1.0734], [-1.7123, -0.3846, -0.6492], [1.5953, 1.5284, -2.0683], [-0.2718, -1.4490, 0.9973], [0.1590, 0.9270, 2.2218], [0.6449, 1.2068, -0.0127], [0.3900, -1.5546, 2.4656], [-1.9346, -0.1700, 1.5173], [1.2345, -0.5400, -1.1051], [-2.3900, -1.1305, -0.7845], [-1.0241, -0.3972, -1.4385], [-2.2460, 0.5400, -0.7217], [1.6081, 1.0440, -3.0239], [2.6103, 1.4525, -1.8101], [1.3078, 2.5596, -2.1078], [0.6252, -2.8435, 2.4337], [-0.5978, -1.6998, 3.4384]], "atomic_forces_ev_per_a": [[-3.53, -1.14, 0.84], [-1.10, 1.96, 2.56], [0.03, -2.83, -2.33], [0.72, 2.24, 0.54], [0.37, -1.43, -0.52], [0.25, -1.79, -0.74], [0.97, 1.33, -1.62], [0.38, 2.22, 3.24], [0.73, 0.82, 1.06], [1.64, -0.42, -1.57], [-0.33, 2.13, 0.33], [-1.86, -2.36, -0.14], [1.08, -0.21, -1.15], [-0.50, 0.70, -0.24], [-0.44, 0.04, -0.87], [2.10, 0.78, 0.15], [-0.60, 0.26, 0.24], [0.78, -2.76, -0.08], [-0.68, 0.44, 0.31]], "mulliken_charge": [0.35, 0.56, 0.03, -1.45, -1.39, -0.47, -0.54, -0.24, 0.03, 0.29, 0.47, 0.44, 0.39, 0.37, 0.38, 0.36, 0.34, 0.05, 0.03], "homo_ev": [-7.145, -7.992], "de_lowest_kcal_mol": 135.5, "max_force_ha_per_bohr": 0.077, "homo_lumo_gap_ev": [6.11, 8.76], "energy_ha": -742.90257, "charge": 0, "lumo_ev": [-1.031, 0.766]}



[2]
{"formula": "C5H10NO2S", "method": "ωB97M-V/def2-TZVPD", "species": ["C", "C", "C", "C", "C", "N", "O", "O", "S", "H", "H", "H", "H", "H", "H", "H", "H", "H", "H"], "positions_angstrom": [[-1.5286, -1.6680, 1.0105], [2.3692, -0.1147, -0.0441], [-1.6186, -0.5610, 0.2569], [-2.6389, 0.3546, -0.2776], [2.5620, 2.1605, 0.2125], [3.0883, 0.8847, 0.1247], [1.0050, 0.0170, -0.3702], [-0.5122, -1.8355, -1.5965], [-0.3381, -0.3312, -1.0878], [-0.6104, -2.3620, 1.1734], [-2.2921, -1.7108, 1.7812], [2.4924, -1.1610, 0.1366], [-0.4382, -2.5204, -0.9383], [-3.2438, 0.8219, 0.5189], [-2.2114, 1.0457, -1.0244], [-3.3800, -0.3602, -0.7486], [3.3395, 2.8779, 0.0565], [2.2359, 2.2330, 1.1936], [1.7199, 2.2297, -0.3773]], "atomic_forces_ev_per_a": [[1.05, 1.17, 1.02], [1.79, 0.49, 0.24], [2.38, -1.07, -0.95], [-2.54, -0.77, 0.68], [1.18, 0.85, -0.36], [0.18, -4.13, 0.29], [-2.87, 0.42, -0.44], [1.38, 1.07, -1.57], [0.14, -1.40, 0.84], [-1.66, 1.43, -0.56], [-0.14, -0.66, -0.12], [1.16, -0.34, -0.16], [-0.15, -0.61, 0.84], [0.46, 0.29, -0.43], [-0.74, -0.05, 0.59], [0.61, 1.10, -0.09], [0.09, 0.64, -0.36], [-0.59, 0.57, 2.16], [-1.73, 0.99, -1.64]], "mulliken_charge": [-0.76, 0.25, 0.73, -1.14, -0.83, -0.34, -0.23, -0.36, 0.41, 0.19, 0.28, 0.38, 0.36, 0.35, 0.43, 0.34, 0.28, 0.38, 0.28], "homo_ev": -14.187, "de_lowest_kcal_mol": 114.2, "max_force_ha_per_bohr": 0.081, "homo_lumo_gap_ev": 9.92, "energy_ha": -799.50833, "charge": 1, "lumo_ev": -4.266}



[3]
{"formula": "C5H10NO3", "method": "ωB97M-V/def2-TZVPD", "species": ["C", "C", "O", "O", "H", "H", "H", "C", "C", "C", "O", "N", "H", "H", "H", "H", "H", "H", "H"], "positions_angstrom": [[0.1015, -2.2050, 2.4817], [0.0827, -2.3933, 0.9071], [0.3808, -1.2860, 0.3649], [-0.2733, -3.4496, 0.3848], [-0.8709, -1.8141, 2.9169], [0.8394, -1.4357, 2.6889], [0.1910, -3.1728, 2.9626], [-0.6901, 1.8663, -1.3987], [-0.4384, 2.0395, 0.1413], [0.3053, 1.0019, -2.1024], [0.3087, 1.0206, -3.3508], [1.1500, 0.1111, -1.5406], [-1.6884, 1.3522, -1.4178], [-0.8220, 2.7872, -2.0201], [0.6174, 2.1507, 0.3643], [-0.8813, 1.2412, 0.7508], [1.3429, -0.6816, -2.1505], [1.2040, -0.1249, -0.5162], [-0.8592, 2.9922, 0.5337]], "atomic_forces_ev_per_a": [[-1.47, -0.29, -0.25], [-0.61, 1.58, 1.26], [-0.09, -0.91, 0.04], [0.21, -0.23, 0.13], [0.76, -0.24, -0.98], [0.31, -0.38, 0.37], [0.67, -0.09, 0.33], [-0.99, 0.05, 1.65], [-0.33, 1.29, -0.22], [0.68, -1.41, -2.57], [-0.60, 0.60, 0.43], [0.28, 0.59, 1.55], [0.92, 0.19, -0.53], [0.34, -0.58, 0.84], [0.27, -0.37, 0.03], [0.41, -0.02, -0.43], [0.08, 0.57, 0.28], [-0.75, 0.12, -1.48], [-0.09, -0.46, -0.45]], "mulliken_charge": [-0.86, 0.49, -0.71, -0.70, 0.19, 0.26, 0.29, -0.08, -1.06, 0.35, -0.73, -0.41, 0.16, 0.30, 0.32, 0.23, 0.26, 0.36, 0.34], "homo_ev": -4.565, "de_lowest_kcal_mol": 22.2, "max_force_ha_per_bohr": 0.058, "homo_lumo_gap_ev": 8.29, "energy_ha": -477.06661, "charge": -1, "lumo_ev": 3.724}



[4]
{"formula": "C5H10NO3", "method": "ωB97M-V/def2-TZVPD", "species": ["N", "O", "O", "O", "C", "C", "C", "C", "C", "H", "H", "H", "H", "H", "H", "H", "H", "H", "H"], "positions_angstrom": [[0.9214, 1.6735, 1.3445], [2.0684, 1.3110, 1.4952], [0.2083, 1.0715, 0.1220], [0.2150, 2.4256, 1.9736], [-2.3653, -0.0436, 0.2838], [-1.3959, -1.2148, 0.0050], [-0.1799, -0.9803, -0.7719], [0.8804, -0.1016, -0.2330], [2.1236, 0.1667, -1.0328], [-3.2415, -0.4256, 0.8236], [-1.8670, 0.7228, 0.8886], [-2.7007, 0.4085, -0.6560], [-1.1108, -1.6202, 0.9920], [-1.9636, -1.9714, -0.5577], [-0.0315, -1.4909, -1.7157], [1.1266, -0.6532, 0.6816], [2.8086, 0.7061, -0.3831], [2.6229, -0.7516, -1.3477], [1.8812, 0.7673, -1.9121]], "atomic_forces_ev_per_a": [[-0.58, 0.01, -0.68], [-1.84, 0.92, 0.60], [1.05, 2.20, 2.51], [1.30, -1.18, -1.06], [0.17, 0.10, 0.05], [-0.98, -0.52, 0.10], [0.32, 0.42, -1.21], [0.03, -1.89, -0.13], [0.23, -0.01, -0.33], [0.19, 0.11, -0.14], [-0.44, -0.20, -0.19], [0.05, 0.00, 0.19], [-0.11, -0.17, -0.15], [0.09, -0.05, 0.51], [0.05, 0.08, 0.03], [0.47, 0.27, 0.36], [0.11, 0.00, -0.46], [-0.19, -0.04, -0.01], [0.07, -0.05, 0.01]], "lowdin_spin": [0.01, 0.01, 0.02, 0.01, 0.04, 0.10, 0.63, 0.10, 0.00, 0.00, 0.00, 0.00, 0.03, 0.00, 0.04, 0.03, 0.00, 0.00, 0.00], "homo_ev": [-8.066, -11.090], "de_lowest_kcal_mol": 105.7, "max_force_ha_per_bohr": 0.068, "homo_lumo_gap_ev": [8.12, 10.93], "energy_ha": -476.77190, "multiplicity": 2, "charge": 0, "lumo_ev": [0.058, -0.163]}



[5]
{"formula": "C5H10NO6S2", "method": "ωB97M-V/def2-TZVPD", "species": ["C", "C", "C", "C", "C", "N", "O", "O", "O", "O", "O", "O", "S", "S", "H", "H", "H", "H", "H", "H", "H", "H", "H", "H"], "positions_angstrom": [[-3.0385, -0.2263, 0.8220], [-1.7392, 1.9873, 0.3161], [0.0125, -2.5638, 1.0102], [2.5644, 0.5782, -1.1298], [-2.2660, 0.6220, -0.0485], [0.1289, -0.1502, -0.2362], [-3.7291, 0.4752, -0.0179], [-3.2146, -0.9218, 1.7466], [-1.3152, -1.9997, -1.2335], [1.1152, -2.2387, -1.1538], [1.2992, 1.5914, 0.9783], [2.3251, -0.6392, 1.1527], [-0.0721, -1.7365, -0.4985], [1.5330, 0.2517, 0.3371], [-2.2091, 2.7249, -0.3298], [-2.0136, 2.3748, 1.3323], [-0.6373, 1.8903, 0.3405], [-0.0051, -3.5812, 0.7896], [0.9650, -2.1003, 1.5191], [-0.8133, -2.3283, 1.5136], [1.8433, 1.2914, -1.6964], [3.4186, 1.1779, -0.7916], [2.7801, -0.4601, -1.3749], [-1.8523, 0.2296, -1.0078]], "atomic_forces_ev_per_a": [[1.45, 0.97, -0.72], [-0.10, -0.05, 1.47], [3.51, 1.82, 0.20], [-1.98, 1.40, 1.07], [1.44, 0.62, -1.28], [-0.41, -2.08, 0.38], [-2.77, 0.45, -0.60], [-0.45, -1.51, 1.55], [0.74, 0.65, 1.36], [0.53, -0.28, -0.75], [0.47, -1.98, -1.01], [-0.34, -0.79, 0.21], [0.60, -0.24, -2.58], [1.36, 4.83, 0.94], [0.51, 0.08, -0.61], [0.01, -0.85, -0.52], [-0.69, 0.72, -0.45], [0.48, -1.74, -0.30], [-1.77, -1.43, -0.93], [-3.38, 0.99, 2.50], [1.49, -1.80, 0.14], [-0.12, -0.45, -0.03], [0.06, 0.38, -1.19], [-0.64, 0.30, 1.15]], "mulliken_charge": [0.64, -0.86, -1.00, -0.96, 0.29, -0.40, -0.50, -0.58, -0.70, -0.69, -0.79, -0.73, 1.08, 1.05, 0.26, 0.27, 0.19, 0.40, 0.35, 0.30, 0.24, 0.33, 0.37, 0.44], "homo_ev": -6.211, "de_lowest_kcal_mol": 7.7, "max_force_ha_per_bohr": 0.099, "homo_lumo_gap_ev": 9.61, "energy_ha": -1499.07061, "charge": -1, "lumo_ev": 3.402}



[6]
{"formula": "C5H10NOS", "method": "ωB97M-V/def2-TZVPD", "species": ["C", "C", "N", "C", "O", "C", "C", "S", "H", "H", "H", "H", "H", "H", "H", "H", "H", "H"], "positions_angstrom": [[1.3725, 1.7585, 0.9743], [0.6871, 0.3809, 0.9453], [-0.7567, 0.5055, 0.8958], [-1.5776, -0.3186, 0.1654], [-2.7473, 0.0111, -0.0111], [-0.9208, -1.5258, -0.4748], [-0.2136, -1.0680, -1.7565], [1.4473, -1.8635, -2.0164], [2.3621, 1.6128, 1.3954], [1.3917, 2.2698, 0.0120], [0.7854, 2.4134, 1.6358], [0.9873, -0.0456, 1.9047], [1.0952, -0.1880, 0.1101], [-1.1475, 1.4311, 1.0157], [-0.2440, -1.9071, 0.2886], [-1.7556, -2.1586, -0.7433], [0.0824, -0.0348, -1.7379], [-0.8480, -1.2731, -2.6030]], "atomic_forces_ev_per_a": [[-0.98, -0.03, 0.14], [0.57, 0.97, 0.37], [-0.07, -0.06, -0.41], [-0.20, 0.63, -0.46], [0.07, -0.27, 0.11], [-0.71, 1.29, 0.57], [1.62, -0.89, 0.04], [-0.33, -0.18, 0.06], [0.21, 0.31, -0.18], [0.23, -0.23, -0.13], [0.32, -0.05, 0.13], [-0.06, -0.60, -0.11], [-0.05, -0.30, 0.16], [0.02, -0.17, 0.14], [0.09, -0.65, -0.45], [0.15, -0.65, 0.24], [-0.61, 0.72, 0.07], [-0.28, 0.15, -0.28]], "mulliken_charge": [-1.36, 0.08, -0.18, 0.54, -0.69, -0.68, -0.80, -0.67, 0.35, 0.33, 0.33, 0.15, 0.15, 0.23, 0.37, 0.29, 0.25, 0.30], "smiles": "CCNC(=O)CC[S-]", "homo_ev": -2.602, "de_lowest_kcal_mol": 7.5, "max_force_ha_per_bohr": 0.036, "homo_lumo_gap_ev": 6.20, "energy_ha": -724.74148, "charge": -1, "lumo_ev": 3.596}



[7]
{"formula": "C5H10NOS", "method": "ωB97M-V/def2-TZVPD", "species": ["C", "S", "C", "O", "C", "N", "C", "C", "H", "H", "H", "H", "H", "H", "H", "H", "H", "H"], "positions_angstrom": [[2.5095, 0.0056, 1.1428], [1.3051, -0.6898, 0.2504], [1.4155, -0.6274, -1.4815], [1.6301, -2.2239, 0.7187], [-0.7070, -1.1677, 0.5426], [-1.4049, -0.0646, 0.1662], [-1.8970, 0.9627, -0.0898], [-2.5965, 2.1355, -0.6506], [2.6320, -0.5290, 2.0251], [2.4781, 1.0860, 1.2304], [0.4366, -1.1802, -1.8616], [1.6544, 0.4341, -1.7237], [2.4922, -2.2578, 0.3952], [-1.0486, -1.8501, -0.1535], [-0.7728, -1.3785, 1.6295], [-3.7303, 1.9910, -0.7844], [-2.0256, 2.4550, -1.4708], [-2.3707, 2.8989, 0.1150]], "atomic_forces_ev_per_a": [[-1.75, 1.81, -1.34], [0.61, -1.62, -2.02], [-2.10, -0.06, 1.89], [-3.24, 0.79, 0.33], [1.79, 0.71, 2.23], [-1.89, 4.74, 0.07], [0.40, -2.62, -0.66], [-0.89, -0.43, 2.57], [0.37, -0.84, 1.55], [0.31, 0.04, -0.25], [2.05, 1.70, 0.45], [-0.06, -0.99, -0.42], [3.00, -1.03, -0.88], [0.08, -2.49, -0.92], [-0.33, -0.11, -0.84], [1.95, 0.09, 0.08], [0.34, 0.24, -1.64], [-0.65, 0.06, -0.21]], "mulliken_charge": [-0.79, 0.62, -0.69, -0.47, -0.76, 0.06, 0.45, -0.86, 0.37, 0.33, 0.28, 0.31, 0.37, 0.46, 0.36, 0.33, 0.31, 0.31], "smiles": "C=S(=C)(O)C[N+]#CC", "homo_ev": [-12.114, -12.113], "de_lowest_kcal_mol": 166.3, "max_force_ha_per_bohr": 0.099, "homo_lumo_gap_ev": [7.50, 7.50], "energy_ha": -724.17141, "charge": 1, "lumo_ev": [-4.610, -4.610]}



[8]
{"formula": "C5H10NP", "method": "ωB97M-V/def2-TZVPD", "species": ["C", "C", "C", "C", "C", "N", "P", "H", "H", "H", "H", "H", "H", "H", "H", "H", "H"], "positions_angstrom": [[-0.6202, 0.1031, -0.0575], [0.5974, 1.0287, -0.3484], [-0.5058, -1.3509, -0.6039], [0.5411, 2.4432, 0.2564], [-0.9142, -2.3565, 0.3674], [1.8763, 0.4504, 0.1033], [2.6195, -0.7881, -0.0688], [-0.7867, -0.0642, 1.0309], [-1.4915, 0.4467, -0.5675], [0.6229, 1.0773, -1.4977], [-0.4114, -1.5030, -1.6832], [0.3282, 2.5145, 1.4150], [-0.2907, 3.1411, -0.0394], [1.5990, 2.8688, 0.0707], [-1.9729, -2.3322, 0.4355], [-0.4155, -2.3736, 1.2800], [-0.7754, -3.3052, -0.0926]], "atomic_forces_ev_per_a": [[1.48, -2.24, 0.14], [-0.31, -0.03, -0.72], [1.21, 2.69, 0.37], [0.20, 1.41, 1.73], [-0.31, -1.17, -2.52], [-3.21, 4.47, 0.20], [2.12, -4.51, -0.60], [-0.03, 0.77, -0.62], [-0.79, 1.04, -0.03], [0.24, 0.23, 1.53], [-0.19, -0.17, 0.49], [0.90, -0.92, -1.97], [0.94, -0.82, -0.72], [-1.97, -0.18, 0.34], [-1.35, 0.27, 0.86], [0.68, 0.39, 1.72], [0.38, -1.22, -0.21]], "mulliken_charge": [-0.60, 0.44, -0.43, -1.18, -1.33, -0.04, -0.20, 0.32, 0.37, 0.17, 0.43, 0.27, 0.33, 0.31, 0.34, 0.39, 0.39], "homo_ev": [-6.569, -7.545], "de_lowest_kcal_mol": 70.0, "max_force_ha_per_bohr": 0.107, "homo_lumo_gap_ev": [6.63, 7.77], "energy_ha": -592.46785, "charge": 0, "lumo_ev": [0.064, 0.226]}



[9]
{"formula": "C5H10NP", "method": "ωB97M-V/def2-TZVPD", "species": ["C", "C", "C", "C", "C", "N", "P", "H", "H", "H", "H", "H", "H", "H", "H", "H", "H"], "positions_angstrom": [[-0.8977, 1.3419, 0.3693], [2.0048, 0.0831, 1.0159], [-1.4946, -0.0678, -1.8687], [1.1003, 0.0680, -0.2638], [-0.4112, 0.0423, 0.0265], [-1.1946, 2.4522, 0.4791], [-1.0879, -1.5030, 0.7593], [1.9445, -0.9143, 1.4565], [1.6529, 0.9399, 1.6488], [3.1767, 0.2363, 0.8309], [-2.4084, 0.4844, -1.5211], [-0.8384, 0.6267, -2.4622], [-1.5668, -1.1708, -2.1706], [1.2796, -0.6935, -1.0397], [1.2299, 1.0629, -0.6308], [-2.2615, -1.0865, 1.5097], [-0.2276, -1.9018, 1.8608]], "atomic_forces_ev_per_a": [[-0.01, 0.48, 0.11], [1.40, -0.09, -0.78], [1.55, 0.59, 2.34], [-0.02, 0.28, 0.42], [-1.41, -0.70, -2.16], [-0.09, -0.32, 0.20], [-0.46, -0.95, 0.30], [-0.09, 0.39, 0.68], [0.35, -1.11, -0.19], [-2.70, -0.14, -0.08], [0.75, -0.99, -0.54], [-0.69, -1.06, 0.41], [0.12, 1.91, 0.54], [0.49, 0.27, 0.51], [0.33, 0.45, -1.15], [0.95, 0.10, -0.30], [-0.45, 0.86, -0.32]], "mulliken_charge": [0.16, -0.98, -0.85, -0.73, 0.24, -0.49, -0.04, 0.31, 0.28, 0.30, 0.36, 0.29, 0.34, 0.38, 0.35, 0.06, 0.03], "homo_ev": -8.967, "de_lowest_kcal_mol": 56.8, "max_force_ha_per_bohr": 0.056, "homo_lumo_gap_ev": 9.23, "energy_ha": -592.48901, "charge": 0, "lumo_ev": 0.265}



[10]
{"formula": "C5H10NS", "method": "ωB97M-V/def2-TZVPD", "species": ["C", "C", "C", "C", "C", "N", "S", "H", "H", "H", "H", "H", "H", "H", "H", "H", "H"], "positions_angstrom": [[0.6355, -0.0607, 1.7294], [1.4048, 0.7924, 0.7765], [1.0228, 0.4396, -0.6819], [-0.4116, 0.5454, -1.1799], [-1.3497, -0.6027, -0.7530], [-1.1707, -1.3698, 0.2374], [1.3079, -0.4119, 3.0994], [0.8899, 1.8465, 0.8453], [2.4091, 0.7385, 1.0297], [1.5138, 1.2625, -1.2340], [1.5033, -0.4478, -0.9655], [-0.7534, 1.5409, -0.8602], [-0.4856, 0.6171, -2.3433], [-2.2059, -0.8809, -1.3603], [-0.5631, -0.4567, 1.1079], [0.3821, -1.1609, 3.8579], [-1.8809, -2.0323, 0.2435]], "atomic_forces_ev_per_a": [[-3.41, 1.15, -2.80], [-4.40, 0.81, -0.35], [1.21, 1.90, -0.62], [-0.99, -0.42, -0.67], [0.08, 0.62, -1.39], [1.26, 2.12, -0.08], [0.80, -1.25, 3.01], [1.33, -1.57, 0.64], [2.13, 0.62, -0.19], [0.15, -0.59, -0.07], [0.50, -1.43, -0.54], [-0.59, -0.34, 0.07], [0.43, -0.35, 2.07], [0.04, 0.60, -0.65], [2.41, -0.80, 1.96], [0.48, 0.69, -1.08], [-1.44, -1.75, 0.71]], "mulliken_charge": [0.38, -0.77, -0.76, -0.65, -0.07, -0.40, -0.15, 0.28, 0.52, 0.34, 0.40, 0.30, 0.34, 0.41, 0.39, 0.22, 0.22], "homo_ev": -14.038, "de_lowest_kcal_mol": 90.3, "max_force_ha_per_bohr": 0.089, "homo_lumo_gap_ev": 9.32, "energy_ha": -649.08150, "charge": 1, "lumo_ev": -4.721}